No. 1
56
Properties=species:S:1:pos:R:3:forces:R:3:lowdin_spin:R:1 method="wB97M-V/def2-TZVPD" s_squared=6.053 orbital_gap_ev="6.24 / 6.36" total_charge=0 e_homo_ev="-5.98 / -7.54" mol_weight_g_mol=710.62 relative_energy_kcal_mol=5.35 multiplicity=5
Os 0.298300 0.491300 0.710200 0.634 -0.918 0.962 2.147
O 2.135500 -1.425800 1.055700 -0.041 -0.053 -0.460 0.065
C 2.649200 -1.656700 2.358000 0.231 -0.001 0.506 0.011
C 2.957200 -0.325900 3.069600 -0.073 -0.214 -0.052 0.005
C 4.021300 -0.635700 4.156800 -0.085 -0.413 -0.510 0.002
O 4.141400 0.357100 5.135000 0.057 0.498 0.306 0.001
C 3.582900 0.667000 2.082400 -0.276 0.047 -0.170 0.023
Se 2.343700 1.793300 1.049000 0.154 0.415 -0.135 0.196
C 1.724500 0.244000 3.787000 -0.392 0.166 0.071 0.041
Se -0.046100 -0.161400 2.975200 0.412 0.048 0.409 0.234
H 1.784200 -2.253500 0.702500 -0.037 0.143 0.057 0.003
H 3.576900 -2.242900 2.280100 -0.077 0.054 -0.021 0.002
H 1.926200 -2.223000 2.959500 0.109 0.042 -0.052 0.005
H 4.992000 -0.820700 3.669900 -0.141 -0.077 0.012 0.000
H 3.729500 -1.539200 4.698600 0.030 -0.036 -0.053 0.000
H 4.319600 1.205700 4.712900 0.032 -0.080 0.034 0.000
H 4.192500 0.137200 1.349700 0.068 0.012 0.105 0.004
H 4.222400 1.378100 2.610700 0.006 -0.008 -0.039 0.003
H 1.794300 1.333400 3.858700 -0.019 -0.193 0.033 0.005
H 1.669100 -0.158200 4.800700 -0.038 0.004 -0.082 0.002
C 0.120200 5.269800 -1.586900 0.129 0.223 -0.435 0.005
N -0.223700 4.419100 -0.472000 -0.076 0.375 -0.008 0.018
C -0.136700 4.999000 0.855000 -0.071 0.155 0.549 0.007
C -0.267400 3.132800 -0.576400 -0.247 -1.188 -0.207 0.087
N -0.373100 1.970700 -0.555800 0.140 1.361 -0.325 0.029
H -0.589900 6.096400 -1.646700 0.032 -0.034 -0.006 0.000
H 0.082300 4.699500 -2.511300 -0.012 0.024 -0.009 0.001
H 1.127800 5.671400 -1.455600 -0.014 -0.005 -0.030 0.000
H -0.850000 5.821200 0.940300 0.056 -0.021 -0.028 0.001
H 0.875800 5.366700 1.042600 -0.053 -0.036 -0.016 0.001
H -0.378400 4.242600 1.599800 0.034 0.032 -0.025 0.000
C -1.070700 -0.792700 0.073700 -0.560 -0.213 -0.386 0.201
C -1.966600 -1.538500 -0.311600 0.461 0.270 0.003 0.143
C -2.919600 -2.460400 -0.737000 0.181 0.144 0.173 0.315
C -3.352900 -2.408000 -2.114200 -0.072 -0.037 -0.536 0.024
C -3.702600 -3.562100 -2.831100 0.086 0.084 0.108 0.054
C -4.142300 -3.472100 -4.135500 -0.085 -0.042 -0.175 -0.004
C -4.229500 -2.241500 -4.769300 0.020 -0.009 -0.037 0.061
C -3.831600 -1.098100 -4.092700 -0.040 0.024 -0.154 -0.004
C -3.395800 -1.176700 -2.787700 0.012 -0.138 0.192 0.055
C -3.436000 -3.378200 0.236300 -0.300 -0.287 0.379 0.018
C -4.648900 -4.065300 0.046900 0.115 0.114 -0.076 0.072
C -5.140600 -4.908300 1.018500 -0.096 -0.134 0.099 -0.005
C -4.461300 -5.078300 2.216400 -0.055 -0.032 0.037 0.086
C -3.279100 -4.384900 2.435600 -0.055 -0.104 0.124 -0.005
C -2.768500 -3.553100 1.465900 0.018 0.077 -0.217 0.075
H -3.586300 -4.533500 -2.370800 -0.066 -0.009 0.058 0.001
H -4.414800 -4.369400 -4.672100 -0.004 -0.090 -0.034 -0.002
H -4.589500 -2.177100 -5.785800 0.000 -0.001 -0.076 0.004
H -3.863200 -0.139900 -4.590800 -0.034 0.091 -0.022 -0.002
H -3.100800 -0.284800 -2.255000 0.045 0.062 0.058 0.002
H -5.219600 -3.900900 -0.855300 -0.013 -0.015 -0.022 0.003
H -6.072000 -5.430600 0.850300 -0.074 -0.014 -0.004 -0.002
H -4.861800 -5.731500 2.976700 -0.020 -0.069 0.079 0.006
H -2.757300 -4.492400 3.375700 0.059 -0.029 0.061 -0.002
H -1.844100 -3.018800 1.640200 0.007 0.033 -0.011 0.007

No. 2
54
Properties=species:S:1:pos:R:3:forces:R:3:mulliken_charge:R:1 method="wB97M-V/def2-TZVPD" orbital_gap_ev=8.79 total_charge=0 smiles="CCCCCn1c(=O)c(C(=O)NCCc2ccccc2)c(O)c2ccccc21" e_homo_ev=-8.70 mol_weight_g_mol=378.47 relative_energy_kcal_mol=2.93 multiplicity=1
C -5.953036 -2.224825 1.572837 0.036 -0.122 -0.235 -1.367
C -4.933052 -2.631893 0.516880 0.083 0.204 0.306 -0.386
C -3.527116 -2.155947 0.880795 -0.042 -0.253 -0.290 -0.521
C -2.509047 -2.398881 -0.233754 -0.048 0.239 0.089 -0.714
C -2.547474 -1.365118 -1.364289 0.088 -0.595 -0.097 -1.343
N -2.062712 -0.061712 -0.926937 0.116 -0.188 -0.096 0.133
C -0.680360 0.055452 -0.908972 -0.085 0.130 0.009 1.445
O -0.007619 -0.917042 -1.261942 0.036 -0.141 -0.035 -0.871
C -0.116778 1.311884 -0.479178 0.059 0.427 0.191 -0.377
C 1.348923 1.530692 -0.436083 -0.136 -0.381 -0.210 0.715
O 1.820477 2.606867 -0.027568 -0.008 0.380 0.183 -0.905
N 2.126477 0.538299 -0.870254 0.008 -0.250 -0.096 -0.067
C 3.564542 0.591083 -0.834935 0.172 0.107 0.195 -0.944
C 4.132517 -0.293864 0.286353 0.002 0.215 -0.220 -0.851
C 5.631708 -0.224081 0.287449 -0.062 -0.103 0.071 0.452
C 6.387851 -1.169629 -0.392487 -0.014 0.024 0.018 -0.309
C 7.768564 -1.081026 -0.420083 0.085 -0.046 -0.061 -0.559
C 8.410453 -0.041038 0.229634 0.103 -0.004 -0.009 -0.412
C 7.664789 0.909067 0.906877 0.057 0.077 0.028 -0.597
C 6.284957 0.817990 0.933788 -0.007 -0.029 -0.016 -0.341
C -0.938892 2.351467 -0.082440 0.320 -0.313 -0.118 0.739
O -0.474786 3.512031 0.333445 0.056 -0.068 -0.028 -0.667
C -2.367508 2.182717 -0.120447 -0.202 0.008 0.009 0.480
C -3.206872 3.233195 0.270270 0.041 -0.099 -0.034 -0.650
C -4.571224 3.092006 0.235234 -0.018 0.093 0.034 -0.712
C -5.113864 1.885966 -0.198906 0.109 0.007 -0.003 -0.861
C -4.306123 0.841116 -0.585408 -0.075 -0.148 -0.060 -0.573
C -2.908086 0.955760 -0.555107 -0.047 0.714 0.211 0.319
H -5.684924 -2.641759 2.540949 -0.007 -0.014 0.137 0.331
H -6.945081 -2.583194 1.307919 -0.133 0.003 0.061 0.392
H -5.991343 -1.141270 1.667110 -0.029 0.120 0.054 0.291
H -5.234276 -2.220843 -0.448826 -0.002 -0.033 -0.124 0.299
H -4.926690 -3.719559 0.415588 0.017 -0.021 -0.103 0.414
H -3.551296 -1.093869 1.133768 0.014 0.029 0.118 0.221
H -3.204153 -2.692968 1.775334 -0.008 0.064 0.077 0.462
H -2.677065 -3.385634 -0.669411 0.048 -0.079 -0.022 0.422
H -1.500259 -2.390563 0.181518 0.020 -0.066 -0.099 0.401
H -3.542310 -1.269255 -1.791273 0.032 0.070 -0.012 0.535
H -1.865601 -1.698864 -2.151616 -0.247 0.097 0.077 0.470
H 1.653420 -0.323365 -1.144816 -0.074 0.230 0.051 0.248
H 3.957339 0.258554 -1.800635 0.022 0.078 0.073 0.291
H 3.855983 1.631218 -0.669320 0.046 -0.162 -0.108 0.446
H 3.798937 -1.321914 0.130496 -0.018 -0.008 0.069 0.410
H 3.737162 0.058453 1.241080 -0.053 -0.051 -0.007 0.330
H 5.891356 -1.984659 -0.900183 -0.066 -0.091 -0.041 0.352
H 8.344906 -1.825739 -0.949736 0.045 -0.057 -0.037 0.371
H 9.488091 0.028486 0.209192 0.081 0.003 0.002 0.370
H 8.160463 1.722908 1.415817 0.037 0.061 0.043 0.369
H 5.705399 1.560540 1.463242 -0.079 0.086 0.072 0.382
H 0.539922 3.439019 0.293288 -0.167 -0.149 -0.047 0.368
H -2.744322 4.151049 0.596960 0.012 0.079 0.028 0.481
H -5.216573 3.901457 0.538068 -0.042 0.082 0.029 0.410
H -6.186107 1.761269 -0.233426 -0.081 -0.039 -0.013 0.440
H -4.779680 -0.070058 -0.905844 0.004 -0.122 -0.013 0.238

No. 3
54
Properties=species:S:1:pos:R:3:forces:R:3:mulliken_charge:R:1 method="wB97M-V/def2-TZVPD" orbital_gap_ev=7.41 total_charge=0 smiles="CCOc1ccc2oc(=O)cc(CN3CCN(Cc4ccccc4)CC3)c2c1" e_homo_ev=-7.94 mol_weight_g_mol=378.47 relative_energy_kcal_mol=433.78 multiplicity=1
C 3.990410 0.714423 2.646912 0.331 5.420 -5.058 -0.796
C 3.767198 -0.402214 3.457810 1.797 -4.396 0.348 -0.562
O 4.382880 -1.591033 2.854133 5.255 2.052 5.783 -0.498
C 3.975178 -2.258531 1.899691 3.591 -3.928 -2.640 0.704
C 4.845232 -3.398726 1.344832 -2.375 2.486 0.876 -0.813
C 4.400255 -4.131777 0.278653 3.600 -3.384 2.037 -0.462
C 3.123452 -3.957205 -0.015488 -3.381 0.954 -5.139 -0.123
O 2.815568 -4.764072 -1.380851 -1.096 3.725 4.298 -0.326
C 1.643797 -4.352150 -1.847296 -1.187 -10.752 -8.196 0.088
O 1.179546 -5.340936 -2.831798 2.178 5.825 4.904 -0.711
C 0.777366 -3.361131 -1.524226 -2.818 4.071 4.564 -0.234
C 1.050313 -2.680652 -0.334457 0.587 2.597 -0.901 0.564
C 0.184839 -1.352702 0.121447 0.049 -2.404 -4.993 -1.488
N -0.929509 -1.281879 -0.839863 0.025 0.094 -3.251 -0.039
C -0.673994 -0.446243 -2.258698 7.695 -3.112 9.132 -1.033
C -0.553700 0.920355 -1.821368 3.337 0.555 2.733 -0.335
N -1.649410 1.520234 -1.355152 -5.421 -4.339 2.593 0.343
C -1.820488 2.896091 -1.276468 -1.134 -6.763 15.102 -2.070
C -3.113753 3.359517 -0.686583 -1.531 3.408 0.279 0.702
C -4.267986 2.987683 -1.443118 2.754 -3.859 -3.379 0.136
C -5.518024 3.398505 -1.342656 -1.967 2.267 3.730 -0.517
C -5.585788 4.416471 -0.285891 -6.779 -2.651 -4.305 -0.164
C -4.653846 4.823543 0.477299 7.771 -1.804 -1.231 -0.821
C -3.249643 4.443897 0.290266 -3.703 -4.348 -3.578 -0.742
C -2.054940 0.602284 -0.008234 -0.237 9.223 0.506 -0.210
C -2.202815 -0.786693 -0.384510 0.273 -2.024 1.480 -0.917
C 2.358601 -2.834033 0.328876 0.314 -0.560 0.032 0.006
C 2.909361 -1.861251 1.321302 -5.366 -4.923 -6.646 -0.734
H 5.129236 0.941102 2.414962 -2.246 -0.574 0.980 0.293
H 3.543625 0.709475 1.470650 0.823 -0.226 3.449 0.219
H 3.527141 1.625158 3.177540 0.815 -1.074 -1.002 0.316
H 2.849460 -0.858724 3.636733 -2.510 0.706 0.596 0.476
H 4.332546 -0.339376 4.374373 -0.096 0.162 0.461 0.314
H 5.702590 -3.536835 1.925782 1.446 -0.400 0.348 0.519
H 4.863361 -5.151381 -0.121327 -0.450 2.697 0.829 0.273
H -0.306106 -3.146152 -1.844482 2.107 -0.839 -0.344 0.403
H -0.308239 -1.530818 0.984317 -1.069 -0.598 3.350 0.849
H 0.762165 -0.446412 0.172680 0.655 0.232 0.028 0.337
H 0.432168 -0.823235 -2.402366 -2.168 0.696 -0.645 0.316
H -1.285815 -0.732318 -2.943463 -4.080 -1.571 -4.161 0.567
H -0.377812 1.285679 -2.693807 1.981 3.592 -5.668 0.507
H 0.441066 1.188107 -1.146524 -1.674 -0.938 -1.202 0.052
H -1.047285 3.080396 -0.371906 -0.753 0.981 -1.286 0.277
H -1.548444 3.411774 -1.929942 4.190 7.372 -10.866 1.079
H -4.069840 2.202208 -2.312401 -0.118 1.351 2.037 0.101
H -6.490682 2.916805 -1.621148 1.422 0.674 -0.614 0.317
H -6.611056 4.815787 -0.122516 0.719 -0.235 0.121 0.264
H -4.881818 5.456925 1.156950 -1.246 4.349 4.616 0.591
H -2.436883 4.759736 0.831309 1.612 0.894 1.304 0.529
H -3.028573 1.230030 0.306695 1.903 -2.044 -0.349 0.417
H -1.161828 1.109048 0.826165 -2.328 -2.289 -2.109 0.202
H -2.431529 -1.387803 0.667624 -0.380 1.119 -2.876 0.327
H -2.880798 -0.828889 -1.339192 0.452 -0.348 2.417 0.322
H 2.153250 -1.232061 1.518730 -1.567 2.882 1.504 1.181

No. 4
55
Properties=species:S:1:pos:R:3:forces:R:3:mulliken_charge:R:1 method="wB97M-V/def2-TZVPD" orbital_gap_ev=9.14 total_charge=0 smiles="COc1ccc(NC(=O)[C@H]2CC[C@H](N3C(=O)[C@@H]4[C@H](C3=O)[C@H]3C=C[C@@H]4C3)CC2)cc1" e_homo_ev=-8.45 mol_weight_g_mol=394.47 relative_energy_kcal_mol=31.96 multiplicity=1
C 6.049131 3.699388 -0.938084 0.107 0.086 -0.177 -0.854
O 5.382607 3.125199 0.160109 -0.157 -0.153 0.236 -0.433
C 5.063399 1.804723 0.111528 -0.065 -0.164 0.064 0.818
C 5.350422 0.950898 -0.948145 0.153 0.354 0.006 -0.485
C 4.968912 -0.378228 -0.888002 -0.197 -0.138 0.232 -0.567
C 4.299568 -0.881176 0.219439 0.040 0.309 -0.097 -0.177
N 3.939260 -2.244865 0.257619 0.702 -0.268 -0.085 -0.094
C 2.707185 -2.811852 0.375598 -0.212 0.292 0.074 -0.141
O 2.593536 -4.019246 0.377960 -0.157 -0.289 -0.013 -0.691
C 1.521455 -1.861461 0.416926 -0.147 -0.453 -0.094 0.840
C 0.295803 -2.564744 0.997420 0.069 0.165 0.096 -1.317
C -0.914856 -1.639560 0.977477 0.022 -0.146 -0.110 -0.600
C -1.197361 -1.178463 -0.452042 0.222 0.075 0.168 -0.557
N -2.372605 -0.316566 -0.497989 0.404 -0.314 -0.059 0.221
C -3.503012 -0.669134 -1.211291 -0.174 0.308 -0.061 0.082
O -3.614271 -1.679873 -1.853421 -0.104 -0.219 -0.127 -0.647
C -4.537373 0.417513 -1.019867 -0.145 -0.123 -0.249 0.022
C -3.862361 1.449376 -0.115421 0.121 0.255 0.096 -0.042
C -2.481090 0.891422 0.157917 -0.333 0.184 -0.202 0.067
O -1.622508 1.395188 0.835199 0.166 0.135 0.200 -0.633
C -4.748931 1.433537 1.161715 0.146 0.076 0.192 -0.152
C -6.071695 2.011014 0.721051 -0.069 0.036 0.147 -0.721
C -6.657279 1.115408 -0.063629 -0.141 -0.073 0.052 -0.687
C -5.735762 -0.075765 -0.160532 -0.058 -0.234 -0.078 -0.171
C -5.114741 -0.053034 1.240868 -0.042 -0.090 0.137 -0.710
C 0.022881 -0.466135 -1.034246 -0.012 -0.181 -0.117 -0.807
C 1.228279 -1.399600 -1.016628 0.010 0.286 0.092 -0.810
C 4.041410 -0.031863 1.293400 0.139 0.000 -0.143 -0.043
C 4.409568 1.293854 1.235073 0.058 0.193 -0.133 -0.882
H 7.024503 3.231393 -1.106260 -0.044 0.006 -0.003 0.344
H 6.193600 4.747031 -0.679378 0.014 -0.070 -0.067 0.237
H 5.450263 3.632568 -1.852061 0.027 -0.012 0.031 0.341
H 5.868129 1.304934 -1.825347 0.048 0.069 -0.061 0.398
H 5.194155 -1.035069 -1.715744 -0.029 -0.066 -0.085 0.415
H 4.676313 -2.908052 0.050673 -0.183 -0.005 0.092 0.282
H 1.758753 -0.983732 1.019949 -0.028 -0.007 -0.024 0.177
H 0.094510 -3.463688 0.412533 0.040 -0.054 0.038 0.394
H 0.505110 -2.879332 2.021200 -0.017 -0.091 -0.020 0.474
H -0.724078 -0.764555 1.601561 -0.067 0.008 0.022 0.409
H -1.788092 -2.162518 1.374392 -0.033 0.034 0.020 0.329
H -1.449851 -2.044802 -1.075139 0.031 0.133 0.093 0.335
H -4.871597 0.788559 -1.989209 0.093 -0.045 0.030 0.508
H -3.781347 2.455285 -0.528478 0.069 -0.084 -0.006 0.551
H -4.275743 1.888370 2.027166 0.013 0.009 0.008 0.530
H -6.408729 2.998902 0.973364 -0.119 0.239 -0.037 0.464
H -7.583192 1.202555 -0.600481 -0.196 0.121 -0.140 0.465
H -6.169420 -1.008038 -0.510463 -0.002 -0.014 -0.011 0.525
H -5.845203 -0.259242 2.021131 -0.002 0.006 -0.005 0.349
H -4.259742 -0.716548 1.360759 0.084 -0.068 0.016 0.190
H 0.236942 0.422187 -0.437660 -0.015 0.035 -0.037 0.452
H -0.190343 -0.150573 -2.058159 -0.018 0.043 0.003 0.331
H 1.027927 -2.273642 -1.640546 0.064 -0.076 -0.032 0.367
H 2.097433 -0.879426 -1.425012 -0.006 -0.053 -0.066 0.340
H 3.568590 -0.419620 2.182742 -0.042 -0.050 0.079 0.520
H 4.211561 1.961093 2.058461 -0.027 0.081 0.110 0.443